Computed, not measured: a cluster of 2 separate species, C3H10S2 in total in a non-equilibrium geometry, with the ωB97M-V functional and the def2-TZVPD basis.

```
15
Properties=species:S:1:pos:R:3:forces:R:3
C -1.573499 -1.332236 -0.180296 -2.24 1.34 -2.82
S -0.318653 -2.184212 -1.150503 -0.83 -0.68 0.04
C 1.161436 -1.215785 -1.227333 -2.15 4.61 -0.40
H -1.292075 -1.151982 0.830307 -0.13 -0.32 0.88
H -2.511581 -1.986805 -0.409602 1.68 0.99 1.15
H -1.913023 -0.299050 -0.634923 0.92 -1.81 0.73
H 1.220031 -0.282392 -0.561331 0.00 -1.94 -0.31
H 1.911003 -1.878324 -1.155696 2.99 -2.02 0.83
H 1.268447 -0.738367 -2.208804 -0.22 -0.24 -0.13
C 0.587253 2.001168 0.640529 2.48 2.17 3.63
S -0.630372 2.063357 2.110694 0.42 1.91 -1.22
H 1.073987 3.020319 0.389055 -1.75 -1.20 0.48
H 0.067328 1.575901 -0.120130 -0.96 -1.20 -2.40
H 1.519288 1.513407 0.983760 -0.81 -0.55 -0.37
H -0.569569 0.895001 2.694271 0.59 -1.05 -0.09
```
Positions in Å, forces in eV/Å.

Output
Frontier orbital gap ... 0.3399 Eh
HOMO ... -0.3103 Eh
E ... -916.601066 hartree
SMILES ... CSC.CS

Computed, not measured: a cluster of 5 separate species, C22H52O9P in total in a non-equilibrium geometry, with the ωB97M-V functional and the def2-TZVPD basis.

```
84
Properties=species:S:1:pos:R:3:forces:R:3
C 2.694160 -2.005007 -0.107483 3.89 4.65 -4.49
C 3.601874 -1.261138 -0.728534 -4.56 -2.73 2.50
C 4.554736 -0.206556 -1.522641 -0.45 -1.32 1.15
P 3.395408 0.750895 -2.727500 -0.51 -0.74 1.22
C 2.178936 1.863353 -1.721168 0.04 1.19 0.21
O 0.830423 1.761944 -2.217564 1.70 -0.09 1.82
C -0.084111 1.138399 -1.272592 -2.35 -2.25 -0.18
C -0.822330 -0.102793 -2.063828 0.39 0.86 0.71
H 1.668424 -2.503528 0.116881 2.65 0.88 -0.17
H 5.381464 -0.768736 -2.116954 -1.52 1.02 1.03
H 5.043557 0.541098 -0.774202 -0.91 -1.33 -1.37
H 2.571747 -0.264949 -3.364704 0.82 0.93 0.23
H 4.135184 1.542269 -3.684059 -0.47 -0.71 0.55
H 2.331072 1.569314 -0.620810 -0.42 0.21 -1.59
H 2.568221 2.954519 -1.825750 -0.64 -1.83 0.01
H 0.404372 0.662103 -0.348405 -0.22 1.06 -1.42
H -0.950671 1.822468 -0.919066 1.90 -0.59 -0.68
H -1.256186 -0.784764 -1.221717 0.65 1.03 -1.85
H -1.649670 0.302901 -2.761997 1.31 -0.83 1.25
H -0.020790 -0.632927 -2.701237 -1.36 0.55 1.11
C 3.806378 -2.857310 5.412995 -0.08 -0.05 0.02
O 3.557229 -2.808749 4.013136 0.35 0.18 0.01
C 4.398546 -1.873481 3.342216 -0.17 -0.44 -0.20
C 5.565775 -2.570492 2.645311 0.21 0.18 0.47
O 6.455952 -3.164947 3.587874 -0.45 -0.03 -0.22
C 6.252652 -4.566778 3.715368 0.14 -0.02 0.09
H 3.336196 -3.756639 5.813624 -0.03 0.08 -0.12
H 4.876591 -2.895913 5.635906 -0.07 0.03 -0.06
H 3.362120 -1.981776 5.896861 0.06 0.00 0.10
H 4.757885 -1.105405 4.037007 0.07 -0.10 -0.05
H 3.784175 -1.376671 2.584131 0.03 0.04 -0.02
H 6.140704 -1.821346 2.091034 -0.01 0.04 -0.03
H 5.204720 -3.317187 1.926153 -0.06 0.06 0.12
H 6.682874 -5.082041 2.851810 -0.05 -0.10 -0.01
H 5.192655 -4.820471 3.803605 0.04 0.05 -0.03
H 6.766494 -4.906060 4.617535 0.01 0.13 -0.12
C 4.716024 1.915969 5.454965 0.04 0.05 -0.06
O 3.754045 2.192991 4.443932 -0.15 -0.14 0.26
C 2.480711 1.615291 4.731334 0.02 0.46 -0.23
C 1.510141 2.651434 5.295668 0.12 -0.30 0.44
O 1.932822 3.118638 6.575492 0.15 0.04 -0.49
C 2.574092 4.385852 6.504899 -0.02 -0.01 0.18
H 5.563255 2.589539 5.316875 -0.09 -0.04 -0.09
H 4.309501 2.070669 6.458536 -0.01 -0.03 -0.09
H 5.066840 0.883853 5.356194 0.05 -0.02 0.13
H 2.584957 0.763260 5.413216 -0.03 0.12 0.03
H 2.079178 1.238265 3.784903 -0.04 -0.03 0.01
H 0.533551 2.177220 5.434839 0.01 -0.01 -0.04
H 1.380814 3.489405 4.598516 0.11 -0.10 0.04
H 1.825239 5.171186 6.368142 0.06 0.09 -0.05
H 3.305123 4.430249 5.692779 -0.06 -0.03 0.01
H 3.094557 4.558724 7.449556 -0.13 -0.09 -0.06
C -3.648922 1.660857 -7.642601 -0.10 0.13 -0.05
O -4.574579 2.459753 -6.917085 0.20 -0.37 0.19
C -5.330159 1.699685 -5.975741 0.06 0.51 0.12
C -4.783314 1.860796 -4.558732 -0.17 -0.43 -0.16
O -3.476914 1.294505 -4.435806 0.15 0.31 -0.08
C -2.453484 2.278671 -4.484044 -0.05 -0.17 -0.02
H -2.936241 2.324332 -8.135229 -0.13 0.04 0.03
H -3.095625 0.980783 -6.987916 -0.06 0.01 -0.01
H -4.179535 1.084035 -8.406366 0.09 -0.08 -0.01
H -5.363107 0.642999 -6.265924 0.08 0.05 0.08
H -6.354138 2.085003 -6.001504 0.02 -0.04 0.05
H -5.434223 1.315842 -3.867706 -0.03 0.03 -0.01
H -4.780338 2.915797 -4.256350 0.03 -0.10 -0.14
H -2.408813 2.810488 -3.528702 0.06 0.16 0.01
H -2.610082 2.994809 -5.295289 -0.04 -0.04 0.06
H -1.499088 1.772140 -4.648547 -0.10 -0.03 0.03
C -6.023266 -0.111792 -0.985183 -0.14 0.01 -0.08
O -6.589011 -0.581447 -2.201841 0.34 -0.13 0.18
C -5.711946 -1.456894 -2.908543 -0.50 -0.14 -0.08
C -6.094483 -2.921013 -2.699943 0.41 0.08 0.23
O -5.903196 -3.321702 -1.343365 -0.27 0.27 -0.18
C -7.120547 -3.343276 -0.608517 0.09 -0.08 0.10
H -6.821870 0.320862 -0.380519 0.01 -0.01 -0.14
H -5.553940 -0.918958 -0.414996 -0.02 0.02 -0.07
H -5.282295 0.665443 -1.199215 0.09 0.02 0.08
H -4.669238 -1.278535 -2.620320 -0.07 -0.07 0.03
H -5.809896 -1.217419 -3.972292 0.04 -0.04 -0.01
H -5.437552 -3.545447 -3.313491 -0.02 0.03 -0.03
H -7.128222 -3.106198 -3.018523 0.10 0.12 0.06
H -7.700154 -4.229847 -0.880759 -0.11 0.03 0.02
H -7.719843 -2.445324 -0.782467 0.04 -0.05 -0.04
H -6.877048 -3.396853 0.455085 0.07 -0.04 -0.14
```
Positions in Å, forces in eV/Å.

Output
Frontier orbital gap ... 0.2602 Eh
HOMO ... -0.3970 Eh
Total charge ... +1
E ... -1887.295944 hartree

Computed, not measured: an isolated molecule of C4H4N2O2 in a non-equilibrium geometry, with the ωB97M-V functional and the def2-TZVPD basis.

```
12
Properties=species:S:1:pos:R:3:forces:R:3
N -0.640289 -1.134996 -3.153270 2.46 0.26 6.60
C -0.283554 -1.054193 -1.988938 -3.03 0.40 -5.29
C -0.177008 -0.660755 -0.590947 -1.07 -4.44 4.57
C -0.659283 0.615146 0.094729 -2.99 -0.27 -4.34
C 0.524431 1.273507 0.260370 8.02 6.80 1.84
O 0.726157 2.413803 -0.224420 -0.26 -3.19 1.15
N 0.060151 -1.625285 0.363603 1.90 2.26 -2.57
O 0.366347 -0.922098 1.536477 1.18 -3.36 3.56
H -1.158887 0.619114 1.062873 -0.55 -1.01 -0.39
H -1.148299 1.209530 -0.752133 -0.08 -0.61 1.59
H 1.475089 0.823160 1.048051 -2.81 1.13 -2.54
H 0.915146 -1.556935 2.343604 -2.77 2.03 -4.17
```
Positions in Å, forces in eV/Å.

Output
Frontier orbital gap ... 0.3204 Eh
HOMO ... -0.3619 Eh
E ... -414.591640 hartree
SMILES ... N#C/C(CC=O)=N/O